117
Properties=species:S:1:pos:R:3 method="wB97M-V/def2-TZVPD" charge=+1 homo_lumo_gap_ev=7.187 homo_ev=-11.023 max_force_ha_per_bohr=0.1081
C -0.82558 3.36133 0.33893
C -2.15951 4.20678 0.12292
O -2.26888 5.28559 0.76898
N -3.27624 3.86490 -0.76961
C -3.01661 4.20600 -2.19204
C -3.82135 2.49804 -0.54574
C -3.73054 1.47886 -1.76834
C -2.22146 0.95767 -2.07278
C -2.11075 0.27083 -3.53991
N -1.65179 1.30656 -4.53012
C -0.30639 1.81944 -4.40426
N 0.60992 1.43904 -3.49115
P 2.28070 2.10821 -3.43494
N 3.32971 0.91233 -3.68267
N -0.16036 2.80677 -5.45568
C -1.44505 2.79156 -6.11577
P -1.74385 3.97200 -7.56399
S -2.01134 3.03356 -9.24621
N -2.38325 1.83354 -5.56275
C -3.76746 1.50878 -5.99286
C -4.88900 2.46091 -5.37010
O -4.75977 3.68549 -5.18823
H -0.23508 3.22484 -0.62617
H -0.15928 3.96558 1.05497
H -1.06001 2.37690 0.87799
H -2.77229 5.33092 -2.22448
H -3.98255 4.07863 -2.78548
H -2.11426 3.67321 -2.65979
H -3.21333 2.03575 0.32173
H -4.91784 2.50245 -0.18880
H -4.29037 0.52423 -1.43110
H -4.27553 1.81503 -2.72131
H -2.00995 0.11457 -1.33081
H -1.43121 1.75731 -1.90072
H -3.09939 -0.19871 -3.86931
H -1.31551 -0.56215 -3.56689
H 0.42916 0.71275 -2.77356
H 2.40830 3.17032 -4.38236
H 2.55829 2.60748 -2.10613
H 3.93019 0.81927 -2.84675
H -0.63834 4.89397 -7.56848
H -2.91676 4.73349 -7.22213
H -3.79773 1.64888 -7.13789
H -3.97222 0.38749 -5.82370
H -5.90034 1.98120 -5.12271
C 5.91192 -1.47869 -0.51727
C 6.80763 -1.83845 0.40260
C 6.96439 -1.07512 1.65903
O 7.78117 -1.39972 2.49813
C 6.08968 0.10045 1.85709
C 5.19422 0.45959 0.93681
C 5.03762 -0.30364 -0.31912
O 4.21697 0.02283 -1.16123
H 5.78366 -2.02513 -1.44330
H 7.45537 -2.69676 0.27394
H 6.21808 0.64707 2.78347
H 4.54635 1.31788 1.06536
C 8.44566 -4.05372 7.19705
C 8.82875 -2.94508 7.83144
C 9.07933 -1.68749 7.09445
O 9.43086 -0.67584 7.67257
C 8.88742 -1.70669 5.62865
C 8.50454 -2.81530 4.99449
C 8.25370 -4.07231 5.73060
O 7.90180 -5.08418 5.15253
H 8.25839 -4.98317 7.72028
H 8.97320 -2.91386 8.90435
H 9.07410 -0.77725 5.10439
H 8.36060 -2.84585 3.92394
C 10.51475 1.54889 3.03879
C 11.65236 2.16243 2.71139
C 12.24402 3.19819 3.58560
O 13.27993 3.75935 3.28680
C 11.52655 3.52537 4.83645
C 10.38878 2.91147 5.16351
C 9.79777 1.87655 4.28952
O 8.75981 1.31393 4.58840
H 10.06680 0.78864 2.41060
H 12.19056 1.93407 1.79979
H 11.97412 4.28508 5.46482
H 9.85046 3.13934 6.07507
C -4.86666 -3.26400 -0.54451
C -4.74449 -4.56718 -0.29083
C -3.55631 -5.10444 0.40628
O -3.44303 -6.29256 0.63654
C -2.51113 -4.14102 0.81224
C -2.63400 -2.83787 0.55815
C -3.82059 -2.30196 -0.13829
O -3.93372 -1.10628 -0.36911
H -5.72962 -2.85433 -1.05422
H -5.50170 -5.28548 -0.58077
H -1.64895 -4.55085 1.32263
H -1.87778 -2.11902 0.84853
C -7.56255 -1.33961 -3.16166
C -8.21485 -0.35591 -3.78058
C -9.64177 -0.08645 -3.50093
O -10.23611 0.80911 -4.06686
C -10.31586 -0.94924 -2.50750
C -9.66289 -1.93376 -1.88823
C -8.23708 -2.20235 -2.16818
O -7.63872 -3.09961 -1.60221
H -6.51794 -1.55145 -3.35482
H -7.73626 0.28547 -4.51017
H -11.35997 -0.73775 -2.31434
H -10.14151 -2.57526 -1.15882
C -6.74028 -1.82124 4.15986
C -5.44347 -1.82038 3.84946
C -4.74009 -3.07026 3.49189
O -3.55442 -3.07071 3.20951
C -5.52893 -4.32056 3.48991
C -6.82582 -4.32191 3.80022
C -7.52991 -3.07177 4.15794
O -8.71223 -3.07139 4.43881
H -7.27136 -0.91556 4.42488
H -4.85093 -0.91377 3.84523
H -4.99745 -5.22659 3.22480
H -7.41803 -5.22857 3.80433

---

127
Properties=species:S:1:pos:R:3 method="wB97M-V/def2-TZVPD" charge=-2 homo_lumo_gap_ev=4.613 e_above_lowest_kj_mol=175.77 homo_ev=-1.114 max_force_ha_per_bohr=0.0558
Cs 0.10562 1.06589 -0.54928
O 3.39605 -1.62193 -0.37679
S 1.90801 -1.92859 -0.43634
C 1.35312 -2.36690 1.15080
C 0.52325 -3.51081 1.43215
C -0.17540 -3.63363 2.58092
C -0.33623 -2.49961 3.57243
C 0.73056 -1.44051 3.33716
C 1.42249 -1.33909 2.17868
P 2.76733 -0.08623 1.91710
C 2.53339 1.07479 3.34053
C 1.67466 2.14798 3.09322
C 1.48638 3.15521 4.03177
C 2.17421 3.11415 5.24136
C 3.03058 2.05019 5.50455
C 3.20578 1.03735 4.56247
C 4.20076 -1.06962 2.54144
C 4.10649 -2.36523 3.04291
C 5.24471 -3.02876 3.49688
C 6.49108 -2.41095 3.45484
C 6.59565 -1.12227 2.94505
C 5.45775 -0.46697 2.48817
C 1.83265 -3.51501 -1.26630
C 2.75432 -4.48707 -0.91697
C 2.80572 -5.65907 -1.65460
C 1.94680 -5.83783 -2.73984
C 1.03573 -4.85101 -3.08956
C 0.96683 -3.66793 -2.35276
P -0.16289 -2.24212 -2.61119
C -0.89693 -2.60763 -4.26847
C -0.04126 -2.67829 -5.37762
C -0.55454 -2.80978 -6.66308
C -1.93040 -2.85266 -6.87040
C -2.78706 -2.75961 -5.78178
C -2.27375 -2.63685 -4.49158
C -1.52898 -2.80529 -1.50274
C -1.89998 -4.14323 -1.32187
C -2.92385 -4.48704 -0.45161
C -3.60081 -3.49826 0.25696
C -3.24920 -2.17073 0.08696
C -2.21646 -1.82877 -0.78577
H 0.51311 -4.33638 0.72974
H -0.70402 -4.55948 2.78899
H -0.22344 -2.89431 4.58828
H 0.89765 -0.71653 4.13070
H 1.11816 2.17488 2.15918
H 0.80376 3.97049 3.81555
H 2.04430 3.90598 5.97211
H 3.56482 2.00430 6.44809
H 3.87164 0.21097 4.78514
H 3.13974 -2.85780 3.07540
H 5.15289 -4.03642 3.88563
H 7.37332 -2.93101 3.80967
H 7.56175 -0.63147 2.89372
H 5.54398 0.53566 2.07796
H 3.42451 -4.30070 -0.08110
H 3.52113 -6.43135 -1.39522
H 1.99486 -6.75301 -3.32136
H 0.38298 -4.99588 -3.94349
H 1.03439 -2.61705 -5.22103
H 0.12327 -2.86538 -7.50800
H -2.33019 -2.94776 -7.87403
H -3.86101 -2.78270 -5.93142
H -2.95491 -2.57177 -3.64875
H -1.37480 -4.92533 -1.85799
H -3.18910 -5.53034 -0.31796
H -4.39127 -3.76750 0.94919
H -3.75825 -1.38021 0.62851
H -1.95277 -0.77908 -0.87002
O -4.71524 0.38461 -2.00087
H -4.31087 0.68088 -1.15634
H -3.95281 0.08511 -2.50648
O 1.25728 4.85035 -0.71026
H 1.64597 4.09628 -1.19577
H 0.73224 4.42735 -0.02253
O 2.71364 -1.35665 -3.58881
H 3.19173 -1.37940 -2.74538
H 2.04020 -0.66437 -3.45501
Br 5.08240 2.88139 -7.95807
C 4.05392 2.49942 -6.39501
C 4.70332 2.09326 -5.24163
C 3.94803 1.82431 -4.10524
C 2.56339 1.94476 -4.12904
C 1.93669 2.34245 -5.30314
C 2.67738 2.63101 -6.44545
C 1.73707 1.65051 -2.88762
O 0.94032 0.68241 -2.94599
O 1.91831 2.40623 -1.89897
H 5.78023 1.99218 -5.22757
H 4.43905 1.50798 -3.18848
H 0.85400 2.42246 -5.32769
H 2.19140 2.94656 -7.35929
C -1.75334 -1.90305 3.51224
H -1.88587 -1.34289 2.58092
H -2.50899 -2.70034 3.54642
H -1.92804 -1.22360 4.35381
C -4.24999 2.87035 4.50517
C -2.98096 2.81701 3.67548
C -1.93898 1.93845 4.34789
C -2.43388 4.22721 3.45226
O -3.39663 2.19831 2.42795
P -2.55856 2.22086 1.05797
O -3.24769 1.26385 0.14465
O -1.09260 2.07308 1.28625
O -2.72752 3.73547 0.54230
C -3.87786 4.29454 -0.13736
C -3.71372 5.79219 0.02689
C -5.19670 3.83420 0.48600
C -3.81450 3.90829 -1.60910
H -4.03308 3.26861 5.50188
H -4.66934 1.86435 4.60735
H -4.99568 3.50884 4.02021
H -1.62507 2.38355 5.29860
H -1.06228 1.81315 3.70628
H -2.36384 0.95164 4.53962
H -2.11889 4.64276 4.41477
H -3.19909 4.87822 3.01810
H -1.57493 4.21339 2.77531
H -3.71393 6.05867 1.08903
H -4.53358 6.31819 -0.47127
H -2.76274 6.11496 -0.40858
H -5.27432 4.17281 1.52469
H -5.27652 2.74372 0.47758
H -6.02832 4.25056 -0.08764
H -2.82780 4.15800 -2.00923
H -4.57338 4.45942 -2.17302
H -3.98767 2.83901 -1.74411

---

30
Properties=species:S:1:pos:R:3 method="wB97M-V/def2-TZVPD" charge=0 homo_lumo_gap_ev=10.372 e_above_lowest_kj_mol=280.16 homo_ev=-9.942 max_force_ha_per_bohr=0.0989
C 2.14257 1.41906 1.17942
C 2.00296 0.95558 -0.37922
O 3.32711 1.08420 -1.08837
C 1.44538 -0.41471 -0.38048
N 0.17394 -0.40067 0.23909
C -0.86788 0.35354 -0.30961
O -0.69435 0.83030 -1.44902
C -1.98619 0.91531 0.62273
N -1.66888 2.28503 0.90715
C -3.14434 0.67620 -0.27496
C -3.40438 -0.85877 -0.18832
O -4.00390 -1.39063 0.80324
O -2.67867 -1.52044 -1.10015
C 2.58150 -1.35318 0.36401
O 2.24694 -1.76359 1.40468
O 3.73629 -1.55093 -0.30658
H 3.03576 0.87503 1.64590
H 2.32619 2.48924 1.28245
H 1.31459 1.27671 1.77861
H 1.37075 1.76503 -0.73212
H 3.08964 1.82785 -1.55225
H 1.21585 -0.73150 -1.47853
H 0.17616 -0.64108 1.23344
H -2.04012 0.40312 1.55956
H -1.46480 2.73774 0.08098
H -0.78669 2.14062 1.34425
H -4.09055 1.18592 -0.01864
H -2.77044 1.09562 -1.26979
H -2.93251 -2.44646 -0.88409
H 3.93557 -0.83779 -0.92525

---

17
Properties=species:S:1:pos:R:3 method="wB97M-V/def2-TZVPD" charge=0 homo_lumo_gap_ev=10.629 e_above_lowest_kj_mol=197.76 homo_ev=-9.495 max_force_ha_per_bohr=0.0238
C 0.65580 -2.27685 -0.33009
C -0.07634 -1.09487 0.23883
O 0.66513 -0.24777 1.12527
C -0.45405 0.66337 1.01677
C 0.02995 2.01599 0.48403
C 0.05995 1.35842 -0.93231
C -0.73575 0.12316 -0.40054
H 1.60956 -2.03697 -0.80847
H 0.84204 -2.95506 0.50905
H -0.00583 -2.78403 -1.04070
H -0.93388 -1.48646 0.86485
H -1.18095 0.34120 1.79302
H 0.99380 2.36750 0.87452
H -0.72246 2.81145 0.56753
H -0.50256 1.92808 -1.67997
H 1.06013 1.16334 -1.32937
H -1.73522 -0.01271 -0.81844